No. 1
19
Properties=species:S:1:pos:R:3:forces:R:3:mulliken_charge:R:1 method="wB97M-V/def2-TZVPD" relative_energy_kcal_mol=5.31 charge=0 total_energy_ev=-25382.028 lumo_energy_ev=-0.59
O -1.35683 3.80525 2.07239 0.32 0.47 0.00 -0.85
C -0.83383 3.12719 1.15296 -1.05 -0.06 -0.01 0.89
O -0.75321 3.52603 -0.03452 0.33 0.44 -0.38 -0.85
O -0.45925 1.87806 1.47531 0.20 -0.29 0.35 -0.26
O 0.69739 -1.24220 0.07400 0.97 2.04 2.87 -0.41
C 0.29368 -0.33112 1.06903 -0.03 0.90 0.74 -0.48
C -0.03115 1.00972 0.43280 0.10 0.21 -0.38 -0.39
Li -1.47985 5.20426 0.70807 0.19 -0.89 0.20 0.88
H 1.12431 -0.22346 1.78182 -0.36 0.08 0.05 0.30
H -0.59439 -0.71910 1.59401 0.29 0.17 0.00 0.30
H -0.82933 0.89394 -0.31461 0.22 0.06 0.13 0.30
H 0.85955 1.42149 -0.06214 -0.24 -0.12 0.04 0.31
C 0.26626 -2.54917 -1.70883 -3.02 -2.88 -2.55 0.75
O 1.06089 -3.17874 -0.94432 0.26 -1.11 -2.67 -0.23
O 0.35778 -2.76598 -3.04459 0.16 0.60 1.06 -0.45
H 1.00318 -3.46563 -3.19718 0.29 0.06 0.05 0.36
Al 1.69138 -2.70931 0.61876 1.32 -0.02 1.87 -0.15
O -0.81024 -2.00790 -1.32038 0.55 -0.71 -1.77 -0.56
H -0.20633 -1.67333 -0.35258 -0.48 1.06 0.40 0.55

No. 2
13
Properties=species:S:1:pos:R:3:forces:R:3:mulliken_charge:R:1 method="wB97M-V/def2-TZVPD" relative_energy_kcal_mol=55.61 charge=+3 total_energy_ev=-14894.544 lumo_energy_ev=-20.82
Al 1.34060 3.56686 0.75177 -1.04 -0.86 -0.34 1.61
O -0.08190 2.23476 0.29846 -0.56 0.70 0.86 -0.51
C -0.19068 0.98725 0.07974 0.84 1.63 0.95 0.74
O -1.11753 0.28228 0.70381 -0.56 5.58 0.69 -0.04
C -1.17769 -0.98650 0.27782 -0.71 -1.84 0.75 -0.12
C 0.24934 -1.07619 -0.01344 3.39 -3.76 -2.56 -0.57
C 0.75448 0.19743 -0.69499 -0.38 -0.85 0.94 -0.32
H -1.69463 -1.18030 -0.66202 -0.93 -0.05 -0.43 0.31
H -1.49735 -1.57034 1.14099 -1.03 -0.36 -0.18 0.36
H 0.30530 -1.97497 -0.62756 0.48 -0.24 -0.56 0.41
H 0.69989 -1.31983 0.94871 0.52 0.60 0.32 0.33
H 0.61554 0.42556 -1.75176 -0.16 -0.77 -0.53 0.37
H 1.79464 0.41400 -0.45155 0.13 0.24 0.10 0.45

No. 3
13
Properties=species:S:1:pos:R:3:forces:R:3:mulliken_charge:R:1 method="wB97M-V/def2-TZVPD" spin_multiplicity=4 relative_energy_kcal_mol=8.78 charge=+3 total_energy_ev=-10146.396 lumo_energy_ev="-14.67 / -17.67"
C -0.72717 -0.66961 2.03268 0.61 0.12 -0.10 -0.88
C -0.44517 0.36320 1.19796 -0.57 -0.26 0.25 -0.85
H -1.03736 -0.51059 3.07009 -0.08 -0.08 -0.27 0.37
H -0.56025 -1.70666 1.72316 -0.11 0.22 0.12 0.37
H -0.63585 1.39725 1.50417 0.03 -0.17 -0.22 0.56
H -0.18014 0.17970 0.15287 -0.11 0.11 0.24 0.49
Li -2.85138 -0.31497 0.90311 -0.67 -0.15 -0.28 0.97
O 2.31286 2.11756 3.10748 11.25 3.19 -12.57 -0.08
C 2.67328 1.66246 1.91845 1.93 2.03 1.69 0.39
C 1.99291 0.86008 1.10399 -1.43 -1.72 -1.20 -0.24
Au 1.22656 1.73016 4.23627 -10.89 -3.70 11.81 1.04
H 2.24308 0.43479 0.13403 0.04 0.04 0.05 0.45
H 3.66313 2.01082 1.56940 0.00 0.38 0.48 0.39

No. 4
18
Properties=species:S:1:pos:R:3:forces:R:3:mulliken_charge:R:1 method="wB97M-V/def2-TZVPD" smiles="O=S(=O)(BC[C@@H]1CO1)C(F)(F)F" charge=0 total_energy_ev=-30048.091 lumo_energy_ev=-1.42
O 0.69656 1.60317 1.29590 -0.63 0.12 -0.53 -0.60
S 1.54001 0.47352 1.03750 -0.14 0.72 1.07 0.92
O 2.50685 0.19445 2.05757 0.75 -0.56 -0.27 -0.63
B 0.57381 -1.12934 0.69393 -0.12 -0.89 -0.72 0.19
C -0.73684 -1.19298 -0.12613 0.40 0.58 1.05 -0.75
C -1.69315 -0.10571 0.30148 -0.95 -1.31 -0.82 0.30
C -2.81306 0.12733 -0.65240 2.03 2.45 0.16 -0.68
O -1.61727 1.03547 -0.41063 0.16 1.21 -0.03 -0.37
C 2.43199 0.83162 -0.58142 0.26 0.12 0.17 0.70
F 2.05075 1.98687 -1.11046 0.16 -0.43 0.16 -0.20
F 2.13902 -0.16760 -1.43935 0.08 0.11 0.09 -0.25
F 3.74323 0.84635 -0.34958 -0.35 0.03 -0.31 -0.21
H 1.06387 -2.10970 1.14187 0.22 0.21 0.24 -0.03
H -1.25373 -2.13609 -0.01525 0.19 -0.45 -0.24 0.27
H -0.50414 -0.95037 -1.16142 0.04 -0.29 -0.31 0.33
H -1.93062 -0.02957 1.34165 -0.05 0.14 0.69 0.37
H -2.60037 -0.06539 -1.68798 -1.05 -1.07 -0.27 0.30
H -3.59691 0.78798 -0.33526 -0.99 -0.68 -0.12 0.34

No. 5
14
Properties=species:S:1:pos:R:3:forces:R:3:mulliken_charge:R:1 method="wB97M-V/def2-TZVPD" relative_energy_kcal_mol=32.50 charge=0 total_energy_ev=-11733.336 lumo_energy_ev=0.34
B 1.66676 -0.41585 0.02320 1.37 0.20 -0.23 0.51
C -0.04260 1.52172 -0.59501 -0.73 -2.41 1.25 -0.87
C -2.30094 -0.80001 0.29686 0.15 -0.97 0.15 -0.69
C 0.32467 0.33089 -0.15270 -3.57 -3.28 -0.13 0.30
C -1.06472 -1.05250 0.01521 5.32 2.32 -1.14 0.30
O 2.70283 -0.18153 -0.84751 1.48 -0.95 0.40 -0.50
O 1.87415 -1.28086 1.03963 -3.28 1.24 0.73 -0.55
F -0.48004 -2.24394 -0.30075 -0.97 0.83 0.26 -0.25
H -1.02636 1.87446 -0.68750 -1.49 -0.10 -0.27 0.29
H 0.63083 2.26430 -0.70992 2.54 2.19 -0.51 0.36
H -2.96243 -1.66969 0.33082 -0.45 0.88 0.18 0.31
H -2.35729 0.23758 0.56255 -1.25 0.16 0.18 0.24
H 3.48277 -0.73961 -0.53285 -1.39 1.27 -0.93 0.29
H 2.59102 -1.82202 1.20261 2.28 -1.38 0.06 0.27

No. 6
14
Properties=species:S:1:pos:R:3:forces:R:3:mulliken_charge:R:1 method="wB97M-V/def2-TZVPD" spin_multiplicity=2 relative_energy_kcal_mol=0.00 charge=+3 total_energy_ev=-10745.992 lumo_energy_ev="-17.12 / -17.35"
C 2.30007 0.51948 1.13841 -1.65 3.84 0.25 0.02
C 1.47829 0.22079 0.04840 0.10 -3.27 -1.49 0.09
O 3.52377 0.79638 0.93733 -0.27 -1.01 0.66 -0.24
H 1.86866 -0.04477 -0.93569 0.21 0.59 -0.08 0.25
H 1.66384 1.08584 1.87485 1.07 -0.94 0.86 0.36
H 4.13850 0.08677 1.19768 1.35 -0.01 -0.02 0.46
O 0.24477 -0.26949 0.32359 -0.36 0.10 -0.11 -0.20
C -0.56352 -0.73547 -0.62045 -0.98 1.13 3.08 1.62
O -1.72852 -1.01112 -0.23865 2.69 -0.83 0.53 -0.31
Be -0.52889 -0.63525 -2.24075 0.02 -0.42 -3.19 0.55
C -2.90468 -0.14629 -0.34505 -2.06 1.18 -0.45 -0.64
H -3.69735 -0.57127 0.27735 0.27 -0.18 -0.22 0.27
H -2.64305 0.86139 -0.01014 0.15 -0.26 0.16 0.38
H -3.15190 -0.15699 -1.40688 -0.54 0.08 0.00 0.40

No. 7
18
Properties=species:S:1:pos:R:3:forces:R:3:mulliken_charge:R:1 method="wB97M-V/def2-TZVPD" relative_energy_kcal_mol=11.84 smiles=ClC(Cl)Cl.ClC(Cl)Cl.BrCCBr charge=0 total_energy_ev=-219464.350 lumo_energy_ev=0.38
Cl -4.57424 -0.51445 -3.07187 -0.57 0.42 0.65 -0.12
C -5.24637 0.08918 -1.50936 0.42 0.37 -0.14 0.11
Cl -6.84923 -0.56839 -1.14352 0.54 0.08 -0.22 -0.10
Cl -5.28842 1.89361 -1.42638 0.05 -0.88 -0.25 -0.12
H -4.51741 -0.22866 -0.76390 -0.43 0.01 -0.03 0.24
Cl 0.68141 1.79249 -2.03359 -0.28 -0.35 -0.13 -0.10
C 2.36094 2.07278 -2.46033 -0.08 0.41 -0.03 0.03
Cl 3.16451 0.70505 -3.19883 -0.14 -0.35 -0.22 -0.12
Cl 3.23365 2.52816 -1.00283 0.22 0.33 0.07 -0.12
H 2.34798 2.88100 -3.19157 0.27 -0.06 0.33 0.31
Br 2.03517 -1.80811 4.70573 0.48 0.62 -1.18 -0.15
C 2.49043 -1.01293 2.89629 -1.87 -1.05 -0.39 -0.57
C 1.47441 -1.59937 1.82921 0.49 0.33 0.81 -0.64
Br -0.39934 -0.96341 2.11466 1.12 -0.29 -0.19 -0.12
H 3.51081 -1.30420 2.64713 -0.16 0.00 0.16 0.37
H 2.36892 0.06805 2.96557 0.12 -0.22 0.18 0.36
H 1.44055 -2.68883 1.83254 -0.10 0.14 0.43 0.38
H 1.76622 -1.34197 0.81103 -0.09 0.50 0.14 0.36

No. 8
13
Properties=species:S:1:pos:R:3:forces:R:3:mulliken_charge:R:1 method="wB97M-V/def2-TZVPD" relative_energy_kcal_mol=62.49 charge=0 total_energy_ev=-88854.017 lumo_energy_ev=-0.82
C -0.63555 -0.04416 -0.42733 0.72 2.96 -0.57 0.66
C 3.39786 -0.90075 0.97617 0.48 0.76 0.56 -0.03
C -0.31902 1.46693 -0.23108 1.65 -1.03 -0.78 -0.89
C -1.91151 -0.48251 0.11735 -0.71 -1.86 -0.64 -0.94
O 0.15587 -0.76117 -0.94959 1.04 -1.27 -0.72 -0.51
Cl 2.24162 -2.07818 1.16296 -0.50 -0.64 -0.13 0.02
Br 3.95908 -0.71403 -0.78395 0.00 -0.13 -0.44 -0.01
H 0.68188 1.57494 0.27755 -1.23 -0.13 -0.02 0.23
H -1.15768 1.89302 0.28299 0.03 0.88 0.22 0.32
H -0.09042 1.90802 -1.23360 -0.72 -0.24 0.70 0.28
H -1.48981 -0.73010 1.10077 -1.03 -0.14 0.48 0.24
H -2.17541 -1.47541 -0.43604 -0.05 1.91 1.22 0.28
H -2.65690 0.34342 0.14381 0.31 -1.06 0.11 0.33